# 1
{
  "formula": "C43H47BrCl3N7O2PS2Ta",
  "method": "wB97M-V/def2-TZVPD",
  "species": ["Ta", "S", "C", "C", "C", "C", "C", "N", "H", "H", "H", "H", "Cl", "C", "C", "C", "Cl", "C", "O", "C", "Cl", "C", "H", "H", "Br", "C", "C", "C", "C", "C", "C", "N", "N", "C", "C", "C", "C", "O", "C", "N", "C", "C", "C", "C", "H", "H", "H", "H", "H", "H", "H", "H", "H", "C", "C", "C", "C", "N", "C", "S", "N", "H", "H", "H", "H", "H", "C", "C", "C", "C", "P", "N", "C", "C", "C", "C", "C", "C", "C", "C", "H", "H", "H", "H", "H", "H", "H", "H", "H", "H", "H", "H", "H", "H", "H", "H", "H", "H", "H", "H", "H", "H", "H", "H", "H", "H", "H"],
  "coordinates": [[0.1566, -0.4703, 0.3978], [-0.8284, 0.8917, 2.3625], [0.5481, 1.9252, 2.3442], [0.6950, 3.0232, 3.2063], [1.8402, 3.7792, 3.1254], [2.8225, 3.4407, 2.1927], [2.6032, 2.3445, 1.3889], [1.5016, 1.5923, 1.4632], [-0.0933, 3.2539, 3.9087], [1.9778, 4.6303, 3.7804], [3.7313, 4.0159, 2.0925], [3.3369, 2.0388, 0.6551], [0.5219, -4.6709, -6.0052], [0.7875, -3.6092, -4.6546], [-0.2881, -2.9992, -4.0360], [-0.0342, -2.1788, -2.9572], [-1.2921, -1.2631, -2.2179], [1.2345, -1.9603, -2.3890], [1.4177, -1.2727, -1.2961], [2.2920, -2.5115, -3.1489], [3.9264, -2.0658, -2.7726], [2.0777, -3.3421, -4.2338], [-1.2966, -3.1436, -4.3953], [2.9226, -3.7630, -4.7592], [3.3759, -1.1438, -7.9546], [2.6202, 0.4633, -7.3052], [3.2448, 1.6639, -7.5973], [2.6746, 2.8439, -7.1519], [1.5174, 2.8239, -6.3852], [0.8866, 1.6089, -6.1186], [1.4380, 0.4252, -6.5810], [0.9814, 4.1194, -6.0563], [0.3966, 4.4070, -4.9969], [0.3002, 3.5519, -3.8485], [-0.9480, 3.4527, -3.2967], [-1.2080, 2.6068, -2.2073], [-0.1936, 1.8940, -1.6260], [-0.4426, 1.0427, -0.6375], [1.1446, 2.0496, -2.1132], [2.1169, 1.3430, -1.4907], [3.3434, 1.4566, -1.9218], [3.7226, 2.3472, -2.9451], [2.7570, 3.0746, -3.5751], [1.4008, 2.8959, -3.2154], [4.1526, 1.6754, -8.1838], [3.1226, 3.7991, -7.3942], [-0.0458, 1.5868, -5.5733], [0.9511, -0.5200, -6.3794], [-1.7578, 3.9980, -3.7646], [-2.2108, 2.5053, -1.8153], [4.0900, 0.8346, -1.4363], [4.7655, 2.4542, -3.2109], [3.0254, 3.7866, -4.3409], [-5.3349, -4.2388, 3.3550], [-4.1459, -3.3264, 3.3752], [-3.6772, -2.7550, 4.5576], [-2.5656, -1.9479, 4.4557], [-1.9667, -1.6920, 3.2951], [-2.5143, -2.2350, 2.2196], [-1.9090, -1.9174, 0.5893], [-3.5625, -3.0651, 2.2112], [-5.3105, -4.9409, 4.1881], [-5.3622, -4.7817, 2.4137], [-6.2515, -3.6515, 3.4391], [-4.1558, -2.9475, 5.5074], [-2.1193, -1.4857, 5.3312], [2.1800, -5.2813, 3.1575], [1.2686, -4.1669, 2.6329], [0.6490, -4.5957, 1.2905], [0.1071, -3.9833, 3.6187], [2.1204, -2.5023, 2.4255], [1.1777, -1.5799, 1.5049], [3.7728, -2.7172, 1.5674], [4.8980, -3.2637, 2.4510], [3.5533, -3.6817, 0.3971], [4.2261, -1.3734, 0.9677], [2.3379, -1.6541, 4.0912], [0.9763, -1.1221, 4.5766], [3.2461, -0.4365, 3.8677], [2.9500, -2.5342, 5.1859], [1.5607, -6.1672, 3.3209], [2.6523, -5.0326, 4.1068], [2.9565, -5.5575, 2.4479], [-0.1004, -5.3636, 1.4946], [1.3759, -5.0211, 0.6048], [0.1443, -3.7671, 0.7951], [-0.5473, -4.8544, 3.5404], [-0.4817, -3.0981, 3.3887], [0.4493, -3.9250, 4.6501], [4.6568, -4.2191, 2.9138], [5.1911, -2.5628, 3.2307], [5.7722, -3.4187, 1.8131], [3.4165, -4.7081, 0.7302], [4.4394, -3.6579, -0.2315], [2.7061, -3.3810, -0.2163], [4.6721, -0.7154, 1.7094], [3.4081, -0.8573, 0.4670], [4.9846, -1.5875, 0.2124], [0.3488, -0.7615, 3.7625], [1.1591, -0.2818, 5.2509], [0.4185, -1.8709, 5.1335], [2.9301, 0.1479, 3.0069], [4.2902, -0.7198, 3.7472], [3.1815, 0.2052, 4.7489], [2.2820, -3.3388, 5.4878], [3.1151, -1.9055, 6.0649], [3.9091, -2.9672, 4.9080]],
  "atomic_forces_ev_per_a": [[0.9746, -1.1742, 0.8634], [-0.2273, -0.1790, -0.3023], [-0.0178, 0.0801, 0.0364], [0.0481, 0.0037, -0.0475], [0.0186, -0.0143, -0.0080], [-0.0433, -0.0071, 0.0415], [0.1597, -0.1456, -0.1145], [-0.4282, -0.5056, -0.2081], [-0.0107, 0.0015, -0.0008], [-0.0031, 0.0143, -0.0057], [0.0103, -0.0082, -0.0001], [-0.0204, -0.0137, -0.0052], [0.0011, 0.0080, 0.0041], [-0.0007, 0.0039, -0.0222], [-0.0019, 0.0258, -0.0399], [0.1430, 0.1027, 0.1940], [-0.4564, -0.0815, -0.3344], [0.2107, 0.0906, -0.1573], [-0.9344, 0.0795, 0.8372], [-0.0932, 0.1061, 0.1181], [0.0376, -0.0409, 0.1609], [0.0523, 0.0136, -0.0432], [-0.0137, 0.0030, 0.0116], [0.0144, 0.0152, -0.0186], [-0.0110, -0.0691, 0.0493], [-0.0198, -0.0046, -0.0050], [-0.0030, 0.0057, 0.0166], [0.0624, 0.0428, 0.0305], [-0.0911, -0.0240, 0.2788], [-0.0089, 0.1594, 0.0073], [0.0141, -0.0048, 0.0017], [-0.3393, -0.0131, 0.2786], [0.4695, 0.0062, -0.2414], [0.0965, -0.2028, -0.1272], [-0.0559, -0.0735, -0.1229], [-0.0530, 0.1086, 0.0334], [-0.0809, -0.0363, -0.0529], [0.1914, 0.7134, -0.7690], [-0.0253, -0.0702, 0.0093], [0.0226, 0.0880, 0.0322], [-0.0203, 0.0184, 0.0101], [0.0275, 0.0037, -0.0288], [-0.0577, -0.0676, -0.0578], [-0.0448, 0.1782, -0.0960], [0.0043, 0.0071, 0.0027], [-0.0068, 0.0069, -0.0096], [-0.0227, -0.0095, 0.0837], [0.0081, -0.0017, -0.0034], [-0.0044, 0.0336, 0.0323], [-0.0030, -0.0255, -0.0068], [0.0094, 0.0104, 0.0255], [0.0024, -0.0170, -0.0090], [-0.0188, 0.0289, -0.0974], [0.0154, 0.0090, -0.0233], [-0.0095, -0.0235, -0.0409], [0.0475, 0.0135, 0.0350], [-0.0817, 0.0227, 0.0255], [-0.2575, 0.2119, -0.0897], [0.0824, -0.0647, 0.0260], [0.2442, 0.5644, -0.1007], [-0.0472, 0.0315, -0.0274], [-0.0035, 0.0066, 0.0121], [-0.0048, -0.0105, 0.0087], [-0.0063, -0.0048, 0.0064], [0.0045, -0.0043, 0.0069], [-0.0038, -0.0056, 0.0112], [0.0085, -0.0066, -0.0232], [0.0308, 0.0481, -0.0212], [0.0105, 0.0133, -0.0524], [0.0641, -0.0201, -0.0275], [-0.1250, 0.1276, 0.0635], [0.2701, 0.1936, 0.0825], [-0.0546, 0.1020, 0.0191], [0.0152, 0.0182, 0.0103], [-0.0587, -0.0463, -0.0026], [-0.0295, -0.0067, -0.0274], [-0.0461, -0.0518, -0.0476], [0.0333, -0.0100, -0.0323], [0.0506, -0.0317, 0.0346], [0.0004, -0.0076, -0.0144], [-0.0001, 0.0005, 0.0064], [-0.0014, 0.0158, 0.0215], [0.0049, -0.0246, 0.0146], [0.0167, -0.0195, 0.0054], [0.0031, 0.0029, -0.0010], [-0.0073, -0.0562, 0.0374], [0.0077, -0.0300, 0.0088], [0.2331, -0.1846, 0.0275], [0.0115, 0.0178, 0.0341], [-0.0191, -0.0096, 0.0098], [-0.0016, 0.0012, 0.0060], [0.0013, -0.0144, 0.0025], [-0.0112, 0.0264, -0.0378], [0.1256, 0.0023, -0.0983], [-0.0295, 0.0362, -0.0651], [-0.0361, 0.0203, -0.0080], [-0.0478, 0.0207, -0.0494], [0.0453, -0.0072, 0.0013], [0.0609, -0.0393, 0.0872], [0.0194, -0.0085, 0.0275], [0.0046, -0.0366, -0.0057], [-0.0257, 0.0644, -0.0402], [0.0088, 0.0127, -0.0280], [0.0112, -0.0133, 0.0098], [-0.0042, -0.0131, -0.0015], [-0.0013, 0.0018, 0.0053], [0.0208, -0.0037, -0.0057]],
  "mulliken_charge": [1.14, -0.75, 0.80, -0.81, -0.38, -1.16, -0.29, 0.32, 0.48, 0.41, 0.46, 0.46, -0.25, 0.27, -0.82, 1.02, -0.15, -1.21, -0.04, 0.53, -0.21, -0.70, 0.48, 0.47, -0.18, 0.08, -0.58, -0.16, -0.09, -0.12, -0.38, -0.41, -0.53, 0.38, -0.23, -0.48, -0.18, -0.16, 0.17, 0.44, -0.06, -1.33, -1.14, 0.72, 0.43, 0.47, 0.43, 0.48, 0.43, 0.53, 0.33, 0.47, 0.60, -1.27, 0.86, -1.11, -0.10, -0.02, 0.45, -0.50, -0.53, 0.36, 0.35, 0.28, 0.41, 0.48, -1.90, 2.50, -1.51, -1.53, -0.76, 0.06, 2.73, -1.99, -1.85, -1.87, 2.45, -1.67, -2.01, -1.89, 0.51, 0.30, 0.33, 0.52, 0.38, 0.09, 0.73, -0.30, 0.22, 0.29, 0.36, 0.54, 0.24, 0.74, 0.04, 0.28, 0.24, 0.67, 0.14, 0.65, 0.21, 0.32, 0.27, 0.69, 0.35, 0.52, 0.25],
  "spin_multiplicity": 1,
  "relative_energy_kcal_mol": 34.9,
  "charge": 0,
  "e_tot_ha": -7350.0130
}

=====

# 2
{
  "formula": "C43H47FI2N5OScSi",
  "method": "wB97M-V/def2-TZVPD",
  "species": ["Sc", "I", "C", "C", "C", "I", "C", "O", "C", "C", "N", "C", "C", "C", "C", "C", "C", "N", "C", "H", "H", "H", "H", "H", "H", "H", "H", "H", "H", "H", "C", "C", "C", "C", "C", "C", "C", "C", "C", "C", "C", "C", "N", "C", "C", "C", "C", "C", "C", "F", "H", "H", "H", "H", "H", "H", "H", "H", "H", "H", "H", "H", "H", "H", "H", "H", "H", "H", "H", "H", "H", "C", "C", "C", "C", "C", "C", "Si", "C", "C", "C", "C", "C", "C", "H", "H", "H", "H", "H", "H", "H", "H", "H", "H", "H", "N", "N", "H", "H", "H", "H"],
  "coordinates": [[0.6937, 0.1807, 0.4389], [2.4185, 4.3521, 6.7946], [2.1258, 2.9372, 5.2928], [1.5540, 1.7141, 5.5957], [1.3376, 0.7869, 4.5861], [0.5177, -1.0598, 5.0704], [1.6683, 1.0598, 3.2533], [1.4086, 0.2095, 2.2882], [2.2946, 2.2950, 2.9763], [2.8028, 2.5599, 1.5839], [1.7393, 2.5028, 0.5584], [0.8144, 3.6229, 0.7108], [-0.4241, 3.2259, 1.4603], [-1.2097, 4.2099, 2.0486], [-2.3558, 3.8473, 2.7283], [-2.6687, 2.5000, 2.8131], [-1.8316, 1.5897, 2.2009], [-0.7324, 1.9279, 1.5146], [2.5072, 3.2164, 3.9868], [1.2709, 1.4768, 6.6121], [3.2850, 3.5432, 1.5678], [3.5596, 1.8193, 1.3288], [2.1724, 2.5594, -0.3571], [1.2908, 4.4495, 1.2478], [0.5288, 4.0102, -0.2675], [-0.9015, 5.2452, 1.9747], [-2.9809, 4.5967, 3.1966], [-3.5399, 2.1399, 3.3432], [-2.0459, 0.5395, 2.2617], [2.9827, 4.1613, 3.7506], [2.3223, -2.2278, -4.1599], [1.3101, -2.0789, -3.0228], [0.7968, -3.4432, -2.5740], [0.1626, -1.1666, -3.4117], [-0.6550, -1.5812, -4.4573], [-1.7019, -0.8015, -4.9061], [-1.9192, 0.4233, -4.3053], [-1.1276, 0.8801, -3.2543], [-1.4927, 2.2434, -2.6943], [-2.2839, 2.0703, -1.4032], [-0.3137, 3.2022, -2.5657], [-0.0818, 0.0674, -2.7754], [0.8329, 0.4868, -1.7364], [2.0524, 0.8523, -2.2588], [2.3152, 1.2928, -3.5719], [3.5927, 1.6467, -3.9735], [4.6801, 1.5765, -3.1118], [4.4754, 1.1231, -1.8152], [3.1965, 0.7856, -1.4566], [2.9793, 0.2786, -0.1824], [3.1783, -2.8169, -3.8221], [2.6885, -1.2581, -4.5029], [1.8835, -2.7452, -5.0166], [1.8290, -1.6425, -2.1735], [0.2883, -3.9675, -3.3878], [0.0858, -3.3368, -1.7561], [1.6207, -4.0663, -2.2243], [-0.4573, -2.5377, -4.9274], [-2.3339, -1.1364, -5.7191], [-2.7244, 1.0580, -4.6580], [-2.1737, 2.6951, -3.4211], [-1.7341, 1.4475, -0.7049], [-3.2288, 1.5610, -1.6016], [-2.4985, 3.0260, -0.9148], [0.4212, 2.8415, -1.8462], [-0.6640, 4.1893, -2.2507], [0.1989, 3.3198, -3.5219], [1.4957, 1.3384, -4.2770], [3.7406, 1.9838, -4.9923], [5.6714, 1.8551, -3.4406], [5.2823, 1.0148, -1.1013], [-5.4707, -0.9477, 3.0899], [-4.2767, -1.3290, 3.6900], [-3.1421, -1.5247, 2.9171], [-3.1575, -1.3508, 1.5300], [-4.3713, -0.9757, 0.9496], [-5.5135, -0.7718, 1.7149], [-1.5907, -1.5801, 0.4529], [-1.2213, -3.4249, 0.8324], [-1.6464, -4.4565, -0.0095], [-1.4603, -5.7904, 0.3224], [-0.8453, -6.1340, 1.5189], [-0.4188, -5.1323, 2.3776], [-0.6061, -3.7998, 2.0325], [-6.3598, -0.7948, 3.6895], [-4.2281, -1.4738, 4.7630], [-2.2191, -1.8048, 3.4147], [-4.4271, -0.8392, -0.1258], [-6.4403, -0.4832, 1.2329], [-2.2157, -1.6546, -0.9142], [-2.1350, -4.2092, -0.9460], [-1.8005, -6.5655, -0.3539], [-0.7028, -7.1753, 1.7804], [0.0572, -5.3862, 3.3177], [-0.2651, -3.0318, 2.7242], [2.8224, -2.5486, -0.0595], [1.7728, -1.9462, 0.7150], [3.2569, -3.2881, 0.4807], [3.5265, -1.8412, -0.2249], [2.0648, -1.7822, 1.6754], [1.0213, -2.6295, 0.7479]],
  "atomic_forces_ev_per_a": [[-0.1890, 0.4386, -0.1613], [0.0107, 0.0202, 0.0162], [-0.0007, -0.0441, -0.1283], [-0.0288, -0.0235, 0.0500], [0.0243, 0.1909, 0.0567], [-0.0624, -0.0583, -0.0462], [-0.0647, 0.1245, -0.0438], [0.3869, -0.1794, 0.3358], [0.0118, -0.1007, 0.0087], [-0.0406, -0.0599, 0.0493], [-0.0642, -0.0491, 0.0046], [-0.0221, 0.0338, 0.0433], [-0.0475, 0.0542, 0.0026], [0.0597, -0.0318, 0.0033], [0.0016, -0.0231, 0.0047], [-0.0210, 0.0100, 0.0421], [0.0825, -0.0569, 0.0553], [-0.0409, 0.0612, -0.1475], [-0.0245, 0.0569, 0.0573], [0.0074, 0.0025, -0.0073], [0.0180, 0.0132, -0.0054], [-0.0328, -0.0175, -0.0115], [0.0915, 0.1114, -0.0259], [0.0128, 0.0406, -0.0113], [0.0041, -0.0743, 0.0422], [-0.0152, -0.0028, 0.0125], [0.0001, -0.0073, -0.0142], [0.0092, 0.0101, -0.0060], [-0.0273, -0.1142, -0.0063], [0.0008, -0.0047, 0.0070], [0.0530, -0.0043, -0.0290], [-0.0058, 0.0449, 0.0300], [-0.0293, -0.0557, -0.0204], [-0.0082, -0.0438, 0.0184], [0.0074, -0.0410, 0.0283], [-0.0081, -0.0011, -0.0091], [-0.0399, -0.0105, 0.0412], [0.0220, 0.0239, 0.0388], [0.0187, -0.0216, -0.0390], [-0.0632, 0.0506, 0.0658], [0.0824, 0.0708, 0.0393], [0.0696, 0.0218, -0.1448], [-0.2169, -0.1976, 0.0300], [0.2208, 0.0075, 0.0043], [-0.0489, 0.0116, 0.0763], [0.0124, 0.0339, -0.0466], [0.0596, 0.0206, -0.0258], [-0.0095, 0.0012, 0.0001], [-0.1266, 0.0074, -0.1249], [0.1843, -0.1130, 0.0148], [-0.0018, 0.0029, -0.0050], [-0.0083, -0.0385, 0.0236], [-0.0177, 0.0087, 0.0059], [-0.0055, -0.0035, 0.0179], [0.0266, 0.0047, 0.0231], [-0.0410, -0.0081, 0.0653], [0.0150, 0.0066, -0.0093], [-0.0145, 0.0240, -0.0077], [0.0131, 0.0073, 0.0020], [-0.0046, 0.0017, -0.0023], [0.0234, -0.0081, -0.0394], [0.0664, -0.0917, 0.1531], [0.0063, 0.0176, 0.0071], [0.0072, -0.0042, -0.0329], [-0.1415, 0.0088, -0.1459], [-0.0186, -0.0017, -0.0052], [-0.0347, 0.0201, 0.0010], [0.0037, -0.0055, 0.0043], [0.0089, -0.0054, 0.0161], [-0.0111, -0.0027, -0.0051], [-0.0044, 0.0059, -0.0136], [-0.0039, 0.0064, 0.0173], [-0.0243, 0.0053, 0.0215], [0.0338, -0.0151, 0.0249], [-0.0284, 0.0361, -0.1409], [0.0214, 0.0707, -0.0414], [-0.0194, -0.0035, 0.0047], [-0.1042, -0.0795, -0.0555], [-0.0088, 0.0808, 0.0446], [0.0033, 0.0323, -0.0752], [0.0135, -0.0288, -0.0086], [-0.0062, -0.0183, -0.0047], [0.0133, -0.0166, 0.0157], [0.0483, 0.0577, 0.0119], [0.0124, -0.0037, -0.0064], [-0.0098, 0.0017, -0.0103], [-0.0009, -0.0164, -0.0110], [0.0112, -0.0150, 0.0190], [0.0075, -0.0001, 0.0103], [0.0630, -0.0255, 0.0174], [-0.0074, 0.0040, 0.0213], [0.0052, 0.0048, 0.0106], [-0.0010, 0.0101, -0.0040], [-0.0046, 0.0005, -0.0114], [-0.0061, -0.0139, -0.0321], [0.0772, 0.1125, -0.0077], [-0.0814, -0.1716, -0.0804], [0.0179, -0.0504, 0.0252], [-0.0121, 0.0126, -0.0257], [-0.0337, -0.0223, 0.1221], [-0.0563, -0.0197, -0.0287]],
  "mulliken_charge": [-0.98, 0.06, -0.56, -0.32, -0.14, 0.09, -0.30, 0.04, 0.99, -1.46, -0.10, -1.62, 0.76, -1.07, -0.93, -0.67, -1.34, 1.66, -0.56, 0.40, 0.46, 0.40, 0.11, 0.59, 0.50, 0.55, 0.45, 0.59, 0.43, 0.41, -1.76, 2.05, -2.02, 1.30, -0.53, -1.60, -1.03, 0.57, 0.47, -1.23, -1.66, -0.92, 3.59, 0.69, -1.06, -0.89, -0.86, -0.91, 0.01, -0.15, 0.45, 0.30, 0.34, -1.13, 0.42, 0.38, 0.44, 0.34, 0.39, 0.41, 0.70, -0.21, 0.45, 0.44, -0.14, 0.65, 0.40, 0.48, 0.45, 0.40, 0.53, -0.55, -0.71, 0.30, -0.11, -0.14, -0.69, 1.97, -0.06, -0.63, -0.71, -0.51, -0.77, 0.59, 0.39, 0.42, 0.12, 0.32, 0.40, -0.54, 0.44, 0.41, 0.38, 0.45, -0.04, -0.63, 0.21, 0.31, 0.05, 0.38, -0.04],
  "spin_multiplicity": 1,
  "charge": 0,
  "e_tot_ha": -3761.3903
}

=====

Taking the records one at a time from the top gives orbital gap values of 0.2653 0.2820 Ha.
Taking the records one at a time from the top gives max |F| values of 1.8 0.5 eV/Å.